8
Properties=species:S:1:pos:R:3:mulliken_charge:R:1 method="wB97M-V/def2-TZVPD" e_lumo_ev="-2.3 / -3.3" homo_lumo_gap_ev="8.19 / 6.01" e_homo_ev="-10.46 / -9.29" max_force_ev_per_a=4.90 de_lowest_kcal_mol=105.5 molar_mass_g_mol=141.93
C 0.4183 0.2462 1.8950 0.005
C -0.4381 0.7068 -0.9842 -0.490
N 0.6023 0.7795 2.8645 -0.288
P -0.2889 -1.0043 -1.0318 0.398
Cl 1.7035 -1.2463 -1.1374 -0.154
Cl -0.9297 -1.7536 0.7521 -0.088
H -1.4537 1.0873 -0.8014 0.315
H 0.3862 1.1844 -1.5568 0.302

=====

9
Properties=species:S:1:pos:R:3:mulliken_charge:R:1 method="wB97M-V/def2-TZVPD" e_lumo_ev="-1.4 / -1.3" homo_lumo_gap_ev="7.59 / 7.35" e_homo_ev="-9.01 / -8.61" max_force_ev_per_a=2.33 de_lowest_kcal_mol=101.5 molar_mass_g_mol=161.01
C -0.3401 0.1460 0.8100 -0.353
C 0.5359 0.7353 -0.2565 0.376
O -3.8844 0.7047 -1.1508 -0.329
O -0.0560 -1.0116 1.2176 -0.220
S -3.0233 0.7708 0.0413 0.316
Cl 1.8135 -0.4256 -0.7390 -0.280
Cl 1.2588 2.2580 0.2594 -0.120
H 0.0225 0.7720 -1.2004 0.310
H 0.6962 -1.4887 0.6397 0.302

=====

9
Properties=species:S:1:pos:R:3:mulliken_charge:R:1 method="wB97M-V/def2-TZVPD" e_lumo_ev=-1.1 homo_lumo_gap_ev=9.42 e_homo_ev=-10.54 max_force_ev_per_a=4.65 de_lowest_kcal_mol=39.9 molar_mass_g_mol=179.48
C -1.1030 -0.9393 -1.1584 -0.465
C -0.0655 -0.3417 -0.5457 0.096
Cl 0.6390 0.6905 -2.1250 -0.323
Si 0.6931 0.5950 0.9682 0.767
F -0.3150 -0.1884 1.9651 -0.250
Cl 2.5152 0.1773 2.2185 -0.259
Cl 0.4522 2.5886 1.4468 -0.180
H -1.0205 -1.2241 -2.1878 0.286
H -1.7955 -1.3579 -0.5816 0.327

=====

9
Properties=species:S:1:pos:R:3:mulliken_charge:R:1 method="wB97M-V/def2-TZVPD" e_lumo_ev=-0.2 homo_lumo_gap_ev=8.90 e_homo_ev=-9.12 max_force_ev_per_a=3.76 de_lowest_kcal_mol=3.4 molar_mass_g_mol=178.47
N -1.0335 0.5598 0.8734 -0.383
C -0.2907 0.4464 -0.3276 0.035
S -0.6772 1.2842 -1.6181 -0.232
C 0.8570 -0.5784 -0.4125 0.487
Cl 1.2671 -1.4118 1.2538 -0.191
Cl 0.1772 -1.9326 -1.4020 -0.091
Cl 2.2462 0.1866 -1.0690 -0.068
H -0.6876 0.3280 1.8602 0.230
H -1.8585 1.1177 0.8419 0.213

=====

8
Properties=species:S:1:pos:R:3:mulliken_charge:R:1 method="wB97M-V/def2-TZVPD" e_lumo_ev=0.5 homo_lumo_gap_ev=10.35 e_homo_ev=-9.85 max_force_ev_per_a=5.02 de_lowest_kcal_mol=13.5 molar_mass_g_mol=163.37
C 0.6882 -1.0531 0.0466 -0.616
C -0.4235 -0.4277 0.1553 0.455
Cl -1.7113 -1.0827 0.9936 -0.170
P -0.6381 1.0881 -0.9575 0.291
Cl -1.5732 2.3051 0.3715 -0.185
Cl 1.2257 1.7548 -0.6932 -0.201
H 1.5453 -0.4837 -0.4253 0.196
H 0.8868 -2.1009 0.5089 0.230

=====

10
Properties=species:S:1:pos:R:3:mulliken_charge:R:1 method="wB97M-V/def2-TZVPD" e_lumo_ev=-1.2 homo_lumo_gap_ev=8.67 e_homo_ev=-9.83 max_force_ev_per_a=3.83 de_lowest_kcal_mol=30.2 molar_mass_g_mol=231.98
S 0.4110 -1.6578 0.5933 -0.158
C 1.8918 -1.2526 0.8089 0.382
Cl 2.3800 0.4987 1.2922 -0.137
Cl 3.3052 -2.1836 0.4981 -0.080
S -1.1412 2.2595 0.8173 -0.104
C -0.5949 1.5169 -0.9060 0.111
Cl -0.2601 2.8999 -1.9277 -0.141
Cl -1.8093 0.3655 -1.5256 -0.137
H -0.7960 1.4086 1.6782 0.115
H 0.1339 0.7212 -1.2195 0.149

=====

6
Properties=species:S:1:pos:R:3:mulliken_charge:R:1 method="wB97M-V/def2-TZVPD" e_lumo_ev="-1.5 / -1.5" homo_lumo_gap_ev="9.08 / 9.08" e_homo_ev="-10.59 / -10.60" max_force_ev_per_a=3.22 de_lowest_kcal_mol=87.9 molar_mass_g_mol=80.49
C 0.5908 0.5362 -0.2057 -0.357
C -0.5358 0.0027 0.1044 0.367
F 0.0247 -2.1702 0.4499 -0.609
Cl -2.1662 0.1061 0.0133 0.011
H 0.5940 1.6057 -0.0659 0.270
H 1.4925 -0.0806 -0.2958 0.317

=====

8
Properties=species:S:1:pos:R:3:mulliken_charge:R:1 method="wB97M-V/def2-TZVPD" e_lumo_ev=0.8 homo_lumo_gap_ev=12.32 e_homo_ev=-11.54 max_force_ev_per_a=1.68 de_lowest_kcal_mol=14.0 molar_mass_g_mol=118.48
F 1.1573 1.3453 -0.0499 -0.248
C 0.0536 0.6487 -0.4596 0.141
F 0.1391 0.3752 -1.7739 -0.233
C -0.0974 -0.6882 0.3192 0.125
F 0.9965 -1.4640 0.1446 -0.221
Cl -0.3575 -0.2874 2.0108 -0.154
H -0.8543 1.2069 -0.1687 0.296
H -1.0373 -1.1365 -0.0224 0.295

=====

9
Properties=species:S:1:pos:R:3:mulliken_charge:R:1 method="wB97M-V/def2-TZVPD" e_lumo_ev=0.6 homo_lumo_gap_ev=10.87 e_homo_ev=-10.29 max_force_ev_per_a=3.69 de_lowest_kcal_mol=7.8 molar_mass_g_mol=150.55
F 0.6696 1.6176 0.8423 -0.260
C 0.5877 0.2240 0.6048 -0.030
S 0.9661 -0.1821 -1.1336 -0.190
C 1.7392 -0.4447 1.4167 0.549
F 2.8917 -0.1790 0.8238 -0.203
F 1.9283 -0.0489 2.7339 -0.237
Cl 1.4877 -2.1632 1.5799 -0.117
H -0.4618 0.0096 0.8531 0.333
H 2.2208 -0.1262 -1.4248 0.155

=====

8
Properties=species:S:1:pos:R:3:mulliken_charge:R:1 method="wB97M-V/def2-TZVPD" e_lumo_ev=0.2 homo_lumo_gap_ev=9.08 e_homo_ev=-8.87 max_force_ev_per_a=2.79 de_lowest_kcal_mol=60.9 molar_mass_g_mol=112.49
C -0.8567 0.2444 -1.4182 -0.082
C 0.6540 -0.8177 1.3804 0.248
O 0.0105 1.2168 -1.1294 -0.317
O 1.2379 -0.4346 0.4355 -0.424
F -0.3578 -0.0597 1.9937 -0.217
Cl -2.1009 0.7543 -2.4844 -0.088
H 0.6315 -1.8209 1.7299 0.366
H 0.7815 0.9174 -0.5075 0.515

=====

7
Properties=species:S:1:pos:R:3:mulliken_charge:R:1 method="wB97M-V/def2-TZVPD" e_lumo_ev="0.1 / -0.5" homo_lumo_gap_ev="8.46 / 7.67" e_homo_ev="-8.36 / -8.16" max_force_ev_per_a=2.24 de_lowest_kcal_mol=78.1 molar_mass_g_mol=204.39
C 0.1684 -1.5703 0.5076 0.073
C -0.3377 1.1290 -0.2993 -0.434
O -0.1344 -2.2976 -0.3601 -0.292
Cl -0.9331 1.2369 -1.8751 -0.097
I 1.6470 1.7552 0.0626 0.084
H 0.5928 -1.7327 1.4891 0.284
H -1.0030 1.4796 0.4752 0.383

=====

7
Properties=species:S:1:pos:R:3:mulliken_charge:R:1 method="wB97M-V/def2-TZVPD" e_lumo_ev=-0.3 homo_lumo_gap_ev=9.56 e_homo_ev=-9.88 max_force_ev_per_a=4.92 de_lowest_kcal_mol=48.0 molar_mass_g_mol=204.39
C -0.9743 -0.2461 0.0787 0.048
C 0.5124 0.2501 -0.1980 -0.232
O -1.9192 0.4973 0.0425 -0.404
Cl 0.7709 1.8163 -0.8529 -0.087
I 1.9107 -1.2172 -0.9628 0.133
H -1.0625 -1.3694 0.5489 0.267
H 0.7619 0.2690 1.3436 0.275

=====

6
Properties=species:S:1:pos:R:3:mulliken_charge:R:1 method="wB97M-V/def2-TZVPD" e_lumo_ev="-1.6 / -1.8" homo_lumo_gap_ev="8.05 / 9.04" e_homo_ev="-9.60 / -10.85" max_force_ev_per_a=2.56 de_lowest_kcal_mol=104.9 molar_mass_g_mol=75.50
C 0.5281 -0.6786 -0.8530 0.361
C -0.4894 -0.0009 -0.0442 -0.053
N 1.1705 -1.4495 -1.4594 -0.322
Cl -1.7684 0.9251 -0.6789 -0.076
H -0.0226 0.3857 0.9432 -0.098
H 0.5818 0.8182 2.0924 0.188

=====

6
Properties=species:S:1:pos:R:3:mulliken_charge:R:1 method="wB97M-V/def2-TZVPD" e_lumo_ev=-2.4 homo_lumo_gap_ev=8.12 e_homo_ev=-10.54 max_force_ev_per_a=4.00 de_lowest_kcal_mol=86.5 molar_mass_g_mol=75.50
C -1.6011 0.1237 0.1801 -0.123
C 0.9095 -0.2145 -0.0060 -0.194
N -2.7146 0.2453 -0.0583 -0.317
Cl 1.2723 1.4094 0.0548 0.033
H 1.2428 -0.7825 0.7902 0.297
H 0.8910 -0.7814 -0.9609 0.304

=====

10
Properties=species:S:1:pos:R:3:mulliken_charge:R:1 method="wB97M-V/def2-TZVPD" e_lumo_ev="3.8 / 3.8" charge=-1 homo_lumo_gap_ev="7.68 / 7.68" e_homo_ev="-3.84 / -3.84" max_force_ev_per_a=3.39 de_lowest_kcal_mol=3.2 molar_mass_g_mol=137.50
C -0.3592 -2.1894 -0.5850 0.768
C -2.5613 -0.2528 -0.7141 0.138
N 0.3360 0.2406 -0.4071 -0.045
N -0.2992 -0.4785 -1.2113 -0.300
O -0.8212 -2.9052 -1.4129 -0.556
O 0.1820 -2.0864 0.4681 -0.638
O -3.5668 -0.0886 -1.2460 -0.349
Cl -2.1605 1.1613 0.7168 -0.548
H 0.3444 1.2170 -0.6108 0.238
H 0.6203 -0.3853 0.3764 0.293

=====

9
Properties=species:S:1:pos:R:3:mulliken_charge:R:1 method="wB97M-V/def2-TZVPD" e_lumo_ev=0.1 homo_lumo_gap_ev=8.63 e_homo_ev=-8.48 max_force_ev_per_a=3.82 de_lowest_kcal_mol=88.9 molar_mass_g_mol=119.51
C -1.3384 -0.1329 -0.4737 -0.098
C 0.9742 0.3909 1.2741 0.605
N -0.4076 -0.4488 -1.1481 0.288
N -0.2035 0.4583 1.4546 -0.475
N 0.8039 -0.5452 -1.2765 -0.413
O 2.1023 0.3391 1.1059 -0.350
Cl 1.2119 -0.6891 -2.9998 -0.166
H -2.3317 -0.2357 -0.1637 0.342
H -0.8112 0.8634 2.2273 0.267

=====

8
Properties=species:S:1:pos:R:3:mulliken_charge:R:1 method="wB97M-V/def2-TZVPD" e_lumo_ev="0.3 / -1.7" homo_lumo_gap_ev="9.22 / 9.20" e_homo_ev="-8.93 / -10.87" max_force_ev_per_a=3.98 spin_multiplicity=3 de_lowest_kcal_mol=0.0 s_squared=2.0080 molar_mass_g_mol=107.50
C -0.4122 1.0357 -0.2334 -0.063
C -0.0690 -0.4265 0.2844 0.148
N 0.6400 -1.1344 -0.5953 0.041
O 0.2766 1.6348 -0.9941 -0.395
O 1.8365 -0.9000 -0.6089 -0.249
Cl -1.6063 -1.2860 0.6494 -0.181
H -1.2554 1.4014 0.2975 0.351
H 0.5899 -0.3250 1.2003 0.348

=====

6
Properties=species:S:1:pos:R:3:mulliken_charge:R:1 method="wB97M-V/def2-TZVPD" e_lumo_ev=0.9 homo_lumo_gap_ev=10.48 e_homo_ev=-9.61 max_force_ev_per_a=5.13 de_lowest_kcal_mol=11.9 molar_mass_g_mol=92.46
Cl 0.8482 1.8699 1.5981 -0.250
P -0.3523 0.1944 1.2252 0.066
C -0.5862 0.0278 -0.5446 -0.321
C 0.3295 -0.8337 -0.2413 -0.338
H -0.9878 0.4290 -1.3369 0.469
H 0.7485 -1.6874 -0.7005 0.375

=====

6
Properties=species:S:1:pos:R:3:mulliken_charge:R:1 method="wB97M-V/def2-TZVPD" e_lumo_ev=1.0 homo_lumo_gap_ev=10.50 e_homo_ev=-9.51 max_force_ev_per_a=3.15 de_lowest_kcal_mol=10.6 molar_mass_g_mol=92.46
Cl 0.4218 1.9773 -2.7272 -0.233
P 1.5416 0.9800 -1.3281 0.110
C 0.2921 0.7429 0.0863 -0.243
C 0.4452 -0.3654 -0.5673 -0.305
H -0.2313 1.1962 1.0687 0.275
H 0.2498 -1.3617 -0.7925 0.396

=====

8
Properties=species:S:1:pos:R:3:mulliken_charge:R:1 method="wB97M-V/def2-TZVPD" e_lumo_ev="-21.1 / -21.3" charge=+3 homo_lumo_gap_ev="6.45 / 5.46" e_homo_ev="-27.58 / -26.76" max_force_ev_per_a=4.11 spin_multiplicity=4 de_lowest_kcal_mol=0.0 s_squared=4.1350 molar_mass_g_mol=126.03
H -0.3053 0.1758 1.2874 0.366
O -1.0061 -1.1778 -0.3320 0.163
O 0.3512 -1.6333 -0.3336 0.064
C -0.4809 0.1252 0.1140 0.576
C 0.8717 -0.5088 0.0508 0.004
Cr 2.8798 0.0658 -0.1954 1.642
O -0.8717 1.1858 -0.5573 -0.272
H -1.4387 1.7673 -0.0339 0.457

=====

We obtain E_tot values of -1393.7493 -1546.2922 -1847.4089 -1910.9032 -1799.3435 -2714.4680 -637.2957 -837.1904 -1235.3562 -787.8582 -910.3876 -910.4357 -592.1614 -592.1908 -872.8317 -776.9466 -742.6840 -878.8898 -878.8919 -1345.7423 Ha for the records listed above, in that order.